Entry from OMol25: ClCuFO4Pb as an isolated structure (ωB97M-V/def2-TZVPD).

Computed properties:
Kohn-Sham gap = 8.396 eV

```
! wB97M-V def2-TZVPD RIJCOSX def2/J DEFGRID3
* xyz 1 1
Cu 2.46810 -0.19026 -1.66981
Pb -1.57969 -0.99322 2.00979
F -1.90672 -1.34112 -0.24378
Cl 0.27326 0.50716 -0.01906
O -0.92065 0.38815 -0.83382
O 1.21976 -0.20324 -0.87846
O 0.57092 1.90263 0.31312
O -0.12498 -0.07011 1.32202
*
```